(1)
Molecular formula: C13H15Cl2IrO2S4
Method: DFT, wB97M-V/def2-TZVPD

ORCA input file:
```
! wB97M-V def2-TZVPD RIJCOSX def2/J DEFGRID3
* xyz 0 1
Ir -0.12610 -0.35825 -0.09310
C -1.59713 2.40287 -0.99787
C -1.33891 2.50962 0.49003
S -1.30442 0.90948 1.33922
C -3.03807 0.33562 1.12188
C -3.11049 -1.13194 0.72589
S -2.12520 -1.58635 -0.73174
C -2.79981 -0.47800 -2.01476
C -1.69418 0.24139 -2.78081
S -0.48939 1.16479 -1.77033
H -1.40904 3.36235 -1.47729
H -2.62637 2.11929 -1.21935
H -2.05299 3.17540 0.97718
H -0.31833 2.85432 0.67558
H -3.54413 0.97425 0.39855
H -3.54338 0.46817 2.07935
H -4.14713 -1.43351 0.57095
H -2.68136 -1.76227 1.50833
H -3.47364 0.23483 -1.54134
H -3.39504 -1.06819 -2.71133
H -2.11631 0.92239 -3.52269
H -1.07093 -0.47752 -3.31537
Cl 4.04971 -6.02561 1.96448
C 2.88370 -4.75558 1.74486
C 1.92571 -4.52781 2.74387
C 1.00451 -3.53145 2.59439
Cl -0.18345 -3.27397 3.82804
C 0.97658 -2.67225 1.45316
O 0.09540 -1.74640 1.41664
C 1.93613 -2.96061 0.44004
C 1.97723 -2.30253 -0.83160
O 1.25388 -1.39982 -1.26919
C 2.88188 -3.99496 0.61549
H 1.91478 -5.14074 3.63453
H 2.75083 -2.66492 -1.51836
H 3.60936 -4.18061 -0.16462
S 1.61172 1.04451 0.62150
*
```

## Properties
Orbital gap in eV: 5.9
Energy relative to the best compared isomer or geometry (same formula, charge and spin) in kJ/mol: 0.0

---

(2)
Molecular formula: C13H15Cl2N2O6P
Method: DFT, wB97M-V/def2-TZVPD

ORCA input file:
```
! wB97M-V def2-TZVPD RIJCOSX def2/J DEFGRID3
* xyz 0 1
C -3.19646 -0.49845 1.14382
C -3.50950 -1.64130 0.19734
H -3.83122 -2.53015 0.74557
H -4.29181 -1.34300 -0.50853
O -2.36326 -2.06931 -0.54072
P -1.76014 -1.15781 -1.67971
O -2.70383 -0.27362 -2.38533
O -1.04981 -2.25227 -2.58931
C -1.19289 -2.24092 -4.00871
C 0.12691 -1.88370 -4.67174
H 0.44246 -0.88486 -4.38117
H 0.01583 -1.92155 -5.75196
H 0.89727 -2.58761 -4.36820
H -1.97834 -1.53012 -4.28638
H -1.50474 -3.24866 -4.29731
C -0.35595 -0.22987 -0.95616
N -0.23939 -0.32206 0.29443
O 0.77505 0.42453 0.89348
C 0.72820 0.39161 2.24996
O -0.14926 -0.14928 2.86630
C 1.85337 1.12145 2.88270
C 1.77184 1.24669 4.27411
C 2.74092 1.89468 5.00525
C 3.83222 2.43504 4.33419
C 3.94560 2.32322 2.95930
C 2.96232 1.66936 2.22481
Cl 3.18496 1.56236 0.52365
H 4.79687 2.74018 2.44643
Cl 5.05945 3.25099 5.21756
H 2.66149 1.98367 6.07649
H 0.91272 0.81237 4.76290
C 0.47970 0.58543 -1.90498
O 1.68932 0.58065 -1.90341
N -0.27810 1.30096 -2.75891
H -1.28218 1.20407 -2.77528
H 0.17716 1.88404 -3.44334
H -4.06363 -0.29320 1.76627
H -2.34886 -0.74745 1.77664
H -2.95429 0.39391 0.56998
*
```

## Properties
Orbital gap in eV: 9.3
SMILES string: CCOP(=O)(OCC)/C(=N/OC(=O)c1ccc(Cl)cc1Cl)C(N)=O
Energy relative to the best compared isomer or geometry (same formula, charge and spin) in kJ/mol: 0.0

---

(3)
Molecular formula: C13H15Cl3F5N2O5S
Method: DFT, wB97M-V/def2-TZVPD

ORCA input file:
```
! wB97M-V def2-TZVPD RIJCOSX def2/J DEFGRID3
* xyz -1 1
O -0.09221 -2.66091 3.20442
S -1.22321 -3.70011 2.89000
O -1.74399 -4.23468 4.25000
Cl -0.32180 -5.21156 1.73994
C -2.57070 -2.77353 1.90137
C -1.84152 -1.43336 1.29689
C -2.67874 -0.66910 0.10793
C -1.69353 0.21619 -0.85981
N -0.72602 1.12338 -0.13205
C -0.84685 2.53653 0.39832
N 0.47226 3.02779 1.03027
C 0.62636 4.43131 1.59726
F -0.51569 5.23028 1.01375
F 0.46538 4.51356 3.06814
C 1.99576 5.20789 1.13782
F 1.75550 6.67934 0.89330
F 2.56545 4.70204 -0.16687
F 3.07624 5.14665 2.15791
C 1.54325 1.92073 0.95976
Cl 3.29872 1.98653 1.55091
C 0.69964 0.73962 0.19735
C 1.58397 -0.61023 -0.09385
C 2.54653 -0.24641 -1.41226
C 2.29588 -1.38858 -2.56480
Cl 3.19480 -2.93754 -2.04113
H -2.85576 -3.49331 1.00380
H -3.52813 -2.54514 2.55738
H -0.81078 -1.78235 0.83497
H -1.59422 -0.66718 2.15342
H -3.54026 0.00351 0.54794
H -3.15069 -1.51821 -0.58575
H -2.30985 0.87384 -1.60723
H -1.02915 -0.54110 -1.49846
H -1.86965 3.11749 0.29200
H 2.23387 -0.91033 0.84301
H 0.96184 -1.54885 -0.41309
H 2.15629 0.78886 -1.86053
H 3.68256 -0.11050 -1.11255
H 2.61029 -1.00442 -3.64948
H 1.13585 -1.59844 -2.61081
C -1.02134 -2.68506 -4.28897
O -1.78651 -3.16779 -5.10947
O 0.15896 -3.01852 -4.13290
O -1.30878 -1.78833 -3.48781
*
```

## Properties
Orbital gap in eV: 2.1

---

(4)
Molecular formula: C13H15ClN2O2Sn
Method: DFT, wB97M-V/def2-TZVPD

ORCA input file:
```
! wB97M-V def2-TZVPD RIJCOSX def2/J DEFGRID3
* xyz 2 1
Cl -2.03697 -1.43109 -4.14775
C 2.54762 -1.03523 -0.26194
C 2.70153 0.24566 0.37524
C 2.15308 1.24731 -0.49238
H 3.27137 0.43196 1.28739
C 1.64898 0.58573 -1.67924
C 1.93684 -0.82134 -1.53795
H 1.75157 -1.56529 -2.31131
H 2.95409 -1.97690 0.11124
H 2.21413 2.32668 -0.37237
C 1.05103 1.24103 -2.87493
Sn 0.22912 -0.15513 0.14750
C -1.65149 1.42395 -0.63543
O -2.64023 2.00429 -0.59632
C -1.59392 -2.16292 0.62241
O -2.43059 -2.84147 1.00451
H 0.55957 2.18390 -2.60998
H 0.30595 0.59206 -3.36157
H 1.85213 1.47186 -3.59617
C -1.51488 2.97031 4.65104
C -0.79744 1.89621 3.93692
C -0.12340 0.78700 4.43156
C 0.33847 0.05467 3.34123
N -0.01877 0.71930 2.21248
N -0.71051 1.82885 2.60155
C 1.09002 -1.21516 3.37481
H -2.26658 2.53287 5.32915
H -0.81405 3.54933 5.27274
H -2.02550 3.65316 3.96110
H 0.01916 0.51825 5.46322
H -1.07061 2.52036 1.94295
H 2.12047 -1.02720 3.71953
H 0.62792 -1.88724 4.11851
H 1.13111 -1.73417 2.40154
*
```

## Properties
Orbital gap (alpha / beta) in eV: 6.1 / 7.0

---

(5)
Molecular formula: C13H15HgNTe
Method: DFT, wB97M-V/def2-TZVPD

ORCA input file:
```
! wB97M-V def2-TZVPD RIJCOSX def2/J DEFGRID3
* xyz -2 1
C 1.96864 -0.63561 -1.16117
C 1.45886 -1.82083 -0.55903
C 1.53322 -1.66154 0.85404
C 2.07655 -0.37553 1.12547
C 2.34272 0.26219 -0.12091
Hg 0.00000 0.00000 0.00000
N -0.58758 1.42611 -1.02755
C -1.54057 0.54524 -1.79813
C -1.42788 -0.89897 -1.24842
H 1.19394 -2.38568 1.59727
H 1.07654 -2.69573 -1.08529
H 2.23112 0.06242 2.11281
H 2.74372 1.26896 -0.25413
H 2.01994 -0.43015 -2.23204
H -1.14351 -1.62751 -2.02119
H -2.57126 0.93978 -1.68905
H -0.47290 2.35385 -1.43638
H -2.32603 -1.22842 -0.70467
H -1.27192 0.56610 -2.87283
Te 0.10806 2.10603 1.94300
C -1.46447 1.89739 3.34116
C -1.48954 2.78092 4.42922
C -2.50836 2.69445 5.38103
C -3.50592 1.72546 5.24685
C -3.48276 0.84213 4.16124
C -2.46169 0.92724 3.20487
H -0.72047 3.53428 4.53657
H -2.52330 3.38142 6.21880
H -4.29494 1.66174 5.98550
H -4.25701 0.09358 4.06145
H -2.44591 0.24490 2.36613
*
```

## Properties
Orbital gap in eV: 3.8
Energy relative to the best compared isomer or geometry (same formula, charge and spin) in kJ/mol: 452.7

---

(6)
Molecular formula: C13H15MnN5OS
Method: DFT, wB97M-V/def2-TZVPD

ORCA input file:
```
! wB97M-V def2-TZVPD RIJCOSX def2/J DEFGRID3
* xyz 0 2
Mn 0.88998 0.50453 0.91960
N 4.32377 2.84487 -0.18774
C 3.10916 2.28998 0.09810
S 3.09393 0.97903 1.25663
N 2.07960 2.75836 -0.53136
N 0.90007 2.09643 -0.20584
C -0.16407 2.69182 -0.62187
C -1.52792 2.27642 -0.40539
C -2.52992 3.03053 -1.04008
C -3.86491 2.74005 -0.89063
C -4.23026 1.66786 -0.07210
C -3.27434 0.91492 0.56977
C -1.90110 1.19145 0.42393
O -1.03170 0.44283 1.06288
H 5.05984 2.70170 0.47999
H 4.30858 3.72389 -0.67817
H -0.00810 3.60627 -1.19066
H -2.22428 3.86322 -1.66345
H -4.61772 3.33336 -1.39056
H -5.27746 1.42893 0.06711
H -3.55497 0.09574 1.22061
C -1.47255 -4.24666 0.38851
C -0.27176 -3.36730 0.31800
C 1.04399 -3.64040 -0.00883
C 1.73316 -2.42559 0.09758
N 0.88527 -1.46463 0.47338
N -0.32433 -2.06191 0.59229
C 3.17811 -2.17566 -0.16563
H -1.21847 -5.24925 0.05312
H -2.27485 -3.86659 -0.24458
H -1.84957 -4.31425 1.40966
H 1.45452 -4.59368 -0.29446
H -1.09158 -1.44500 0.85013
H 3.61501 -3.04256 -0.65856
H 3.72044 -1.99179 0.76134
H 3.31441 -1.29690 -0.79273
*
```

## Properties
Orbital gap (alpha / beta) in eV: 8.0 / 8.0
Energy relative to the best compared isomer or geometry (same formula, charge and spin) in kJ/mol: 0.2

---

no.,DFT total energy (eV)
1,-89044.887
2,-63324.665
3,-88917.561
4,-39132.706
5,-26673.953
6,-65378.093